# 1
This record from OMol25 describes a molecular structure, C19H21CrN in a non-equilibrium geometry. The level of theory is ωB97M-V/def2-TZVPD.

XYZ file:
```
42
Properties=species:S:1:pos:R:3:forces:R:3
Cr 0.67736 0.42532 -0.86094 0.9 -0.9 2.9
N 0.43851 1.25256 0.89513 -0.1 0.6 1.6
C 0.58640 -1.30150 -2.98978 0.1 -0.5 -0.8
C 0.12141 1.82276 -3.16847 -0.1 0.1 -0.4
C 0.24677 0.72190 2.14318 0.5 1.4 -0.1
C 1.66222 2.51992 3.00596 -0.2 -0.1 -0.1
C -1.44160 -2.64653 1.61253 -0.1 -0.3 0.9
C 1.30461 1.19289 -2.47397 1.1 0.3 -1.2
C -1.23569 1.24636 -2.68085 0.3 0.3 -0.8
C -1.19059 0.65742 -1.28356 -2.6 -0.7 -0.2
C -1.03221 -3.33630 2.76157 0.3 -0.1 -0.8
C 1.13780 2.42107 0.68647 -0.3 -0.3 1.1
C -0.70961 -1.68628 -2.18448 0.6 -0.5 -0.7
C 1.52074 -0.27416 -2.39782 1.0 -0.1 -1.3
C -1.42283 -1.23785 1.59506 0.3 -0.1 -0.2
C -0.09704 -1.27755 3.57662 0.0 -0.6 -0.2
C 1.74678 3.09251 1.74004 0.1 -0.1 -0.4
C -0.44378 -2.61435 3.79287 0.0 0.5 0.0
C -0.45409 -0.57102 2.40105 -0.8 -0.5 0.5
C -1.18072 -0.77061 -1.09017 -1.5 0.5 -1.6
C 0.89226 1.38250 3.20195 0.0 -0.1 0.2
H 1.21515 2.77451 -0.35489 -0.2 -0.2 0.7
H 2.30275 4.01445 1.55645 -0.2 -0.4 0.1
H -2.24220 -0.80164 0.99539 1.4 0.5 0.4
H -1.74874 -3.20681 0.72037 -0.6 0.4 0.5
H 1.16137 -2.22638 -3.13908 -0.2 0.1 0.1
H 0.13600 2.90935 -2.98855 0.1 -0.2 0.0
H -1.14327 -4.42811 2.83631 0.1 0.6 -0.1
H -1.59355 0.51499 -3.40846 0.1 -0.2 0.1
H -2.01140 -1.23304 -0.56985 0.5 0.1 0.1
H -0.55348 -2.69683 -1.77638 -0.1 0.3 0.1
H 2.56862 -0.59700 -2.32658 -0.3 0.2 -0.1
H 2.20545 2.94327 3.84297 -0.2 0.1 0.0
H 0.46714 -0.79088 4.36267 0.1 -0.2 -0.2
H -1.74303 1.26479 -0.54631 0.1 -0.5 -0.2
H -1.98741 2.03764 -2.72580 0.0 0.1 0.2
H 0.83116 0.95838 4.19974 0.0 0.4 -0.2
H -0.20844 -3.09764 4.73717 0.1 0.1 -0.2
H -1.49423 -1.83619 -2.94865 -0.1 0.2 0.3
H 0.20615 1.68398 -4.25525 -0.2 0.2 0.0
H 2.19930 1.82036 -2.47848 0.1 -0.2 -0.2
H 0.30591 -1.02627 -4.01518 -0.2 0.1 0.1
```
Forces are in eV/Å.

Results
DFT total energy (eV): -49948.37517
Expectation value of S²: 6.07
Kohn-Sham gap (spin up / spin down) (Eh): 0.2019 / 0.2227
Energy above the lowest of the compared OMol25 structures with the same formula, charge and spin (kJ/mol): 40.7
2S+1: 5

=====

# 2
This record from OMol25 describes C5H11N2 in the gas phase in a non-equilibrium geometry. The level of theory is ωB97M-V/def2-TZVPD.

XYZ file:
```
18
Properties=species:S:1:pos:R:3:forces:R:3
N -1.30039 -0.34839 1.37305 0.9 0.3 0.4
N -0.06137 -0.19891 -1.98849 -0.6 -1.7 -0.8
C -1.70201 -0.71674 2.58314 -0.4 -1.3 0.2
C 0.20088 1.09513 0.20210 -0.4 0.3 -0.3
C -0.76903 0.86897 1.17012 -0.9 -0.5 -0.8
C 1.26681 0.07234 -0.05968 -0.1 0.9 -0.8
C 1.36752 -0.26321 -1.56900 0.1 -0.1 0.2
H -2.18931 -1.69185 2.62554 -0.2 0.2 0.0
H -1.24902 -0.46561 3.54137 0.0 0.7 -0.3
H -1.32162 1.71512 1.56978 0.1 0.2 0.4
H -0.49328 -1.10273 -1.77071 0.1 0.0 -0.1
H -0.23898 -0.03001 -2.97493 0.0 0.3 0.1
H 2.00917 0.34482 -2.20216 -0.3 0.4 0.1
H 1.68342 -1.29667 -1.70699 0.1 0.1 0.0
H 0.25088 2.08742 -0.24023 0.6 0.1 0.4
H 2.20118 0.38771 0.40051 0.4 -0.4 -0.3
H 0.92167 -0.86909 0.30440 -0.1 -0.5 1.2
H -0.57652 0.41171 -1.25783 0.6 1.0 0.4
```
Forces are in eV/Å.

Results
DFT total energy (eV): -8338.79856
Expectation value of S²: 0.77
Kohn-Sham gap (spin up / spin down) (Eh): 0.1683 / 0.2614
Energy above the lowest of the compared OMol25 structures with the same formula, charge and spin (kJ/mol): 187.8
2S+1: 2

=====

# 3
This record from OMol25 describes C16H17NO5 in the gas phase. The level of theory is ωB97M-V/def2-TZVPD.

XYZ file:
```
39
Properties=species:S:1:pos:R:3:forces:R:3
O 2.25920 -1.12440 3.19589 0.1 0.2 -0.2
O -3.90712 -0.20071 2.42793 -0.2 0.3 0.2
O -2.36553 -0.05180 -1.93868 0.4 0.1 0.1
O -0.49653 -1.27126 2.10852 0.3 0.0 -0.4
O -0.88053 -0.31505 -0.33599 0.0 -0.1 0.3
N -2.95001 -1.76663 1.10672 0.0 -0.4 -0.2
C 0.32576 2.37683 -4.23239 0.0 -0.3 -0.1
C -0.65867 1.35768 -3.67573 -0.1 0.2 0.0
C 1.85779 -0.64761 2.00044 -0.1 0.1 -0.3
C 2.14564 1.58088 -2.71439 0.0 0.0 -0.2
C 1.73137 1.79334 -4.16802 0.0 0.2 0.1
C 2.88405 -0.04724 1.24958 -0.1 -0.1 0.2
C -1.53085 -0.37879 2.50480 -0.3 0.3 0.3
C 0.57449 -0.69808 1.45048 -0.1 0.1 0.0
C -0.20333 0.82198 -2.35148 0.4 0.1 0.0
C -1.23077 0.14622 -1.57565 -0.5 -0.1 -0.3
C 1.07008 0.92810 -1.89507 -0.5 0.0 -0.2
C 0.37265 -0.18108 0.15766 0.7 0.1 0.1
C -2.92657 -0.76467 1.99752 0.5 -0.2 0.1
C 1.34992 -1.72810 4.09342 -0.2 -0.3 0.3
C 1.39613 0.41780 -0.58481 -0.3 -0.3 0.5
C 2.66577 0.48015 0.00647 -0.2 -0.1 0.0
H -1.57379 -0.36248 3.60193 0.0 0.0 -0.2
H -2.08598 -2.07516 0.69349 -0.1 0.1 0.0
H 0.06119 2.62585 -5.26056 0.0 0.1 0.0
H -3.81272 -1.96469 0.62741 0.0 0.1 0.0
H 3.04808 0.96717 -2.67949 0.0 0.1 0.1
H -0.76772 0.52014 -4.37180 -0.1 0.0 0.0
H 0.62754 -1.00347 4.47739 0.0 0.0 0.0
H 3.86104 -0.01015 1.70402 0.1 0.0 0.1
H 0.81823 -2.56112 3.63159 0.1 0.1 0.1
H 1.74563 0.83716 -4.69501 0.0 0.0 -0.1
H 3.48248 0.94550 -0.51963 0.1 0.0 -0.1
H -1.33193 0.64235 2.16325 0.0 -0.1 0.0
H 2.38624 2.54450 -2.25390 0.1 0.0 0.0
H -1.65388 1.78947 -3.55099 0.0 -0.1 -0.1
H 2.44728 2.45659 -4.65616 0.0 -0.1 0.0
H 0.28399 3.29328 -3.64031 0.0 0.1 0.0
H 1.96455 -2.09137 4.91641 -0.1 0.0 0.0
```
Forces are in eV/Å.

Results
DFT total energy (eV): -28595.91703
Kohn-Sham gap (Eh): 0.3143
Energy above the lowest of the compared OMol25 structures with the same formula, charge and spin (kJ/mol): 118.8
SMILES string: COc1ccc2c3c(c(=O)oc2c1OCC(N)=O)CCCC3

=====

# 4
This record from OMol25 describes a molecular structure, C3H7N3O in a non-equilibrium geometry. The level of theory is ωB97M-V/def2-TZVPD.

XYZ file:
```
14
Properties=species:S:1:pos:R:3:forces:R:3
O -1.45439 -1.14885 -2.27936 0.4 0.6 0.0
N -0.68166 -0.34539 0.73040 -0.2 -0.5 -0.8
N -0.98270 -1.50990 0.00424 1.0 1.8 0.6
N -0.73415 0.32291 -0.49068 0.5 1.6 1.6
C 1.91197 -0.56315 1.28602 -0.1 2.0 -0.2
C -1.08775 -0.82337 -1.18486 -0.8 -0.8 -1.0
C -0.41644 1.72651 -0.63691 -0.6 1.8 -0.7
H 1.86514 -0.44024 2.32115 0.1 1.3 1.6
H 1.86439 0.32348 0.61364 0.2 -1.5 0.4
H 0.42183 1.79494 -1.37282 -1.3 0.3 -0.3
H -1.20788 -2.35725 0.40449 -0.7 -1.9 0.6
H -1.41940 2.41105 -0.84313 2.8 -1.8 0.2
H 0.13622 2.19708 0.23239 -1.2 -1.2 -0.3
H 1.78482 -1.58784 1.21544 -0.1 -1.8 -1.9
```
Forces are in eV/Å.

Results
DFT total energy (eV): -9736.28921
Kohn-Sham gap (spin up / spin down) (Eh): 0.3156 / 0.3215
Energy above the lowest of the compared OMol25 structures with the same formula, charge and spin (kJ/mol): 650.7

=====

# 5
This record from OMol25 describes a molecular structure, C14H20BBeN3 in a non-equilibrium geometry. The level of theory is ωB97M-V/def2-TZVPD.

XYZ file:
```
39
Properties=species:S:1:pos:R:3:forces:R:3
N 0.79448 1.30330 0.09618 -0.5 0.1 -0.3
N -1.39290 0.01557 0.86508 -2.6 0.1 0.3
N 0.21169 -1.15945 -0.91401 -0.1 1.1 0.6
C -2.56458 0.17459 0.89642 3.9 0.0 -1.1
C 0.24605 -0.51860 3.00805 -0.1 0.2 1.4
C 0.35268 -0.12794 -1.76301 -0.4 -2.0 -1.1
C 1.31415 3.59091 -0.06227 0.1 -0.3 0.5
C 0.07249 -1.98407 2.26794 -1.3 -0.3 0.6
C -0.36938 -2.64628 -2.61234 0.0 -0.6 0.1
C 2.08878 -0.76655 1.23358 -0.1 0.3 -1.2
C 1.22406 3.48042 -1.43864 0.3 0.4 0.2
C 0.71125 1.17632 -1.23486 0.5 1.5 0.9
C 0.16403 -0.37475 -3.10803 0.2 0.2 0.9
C 1.14155 2.45175 0.70697 -0.4 -0.4 -1.5
C 0.98441 2.27231 -2.01708 -0.2 -0.7 -0.5
C -0.11376 -2.39795 -1.28940 0.2 0.9 0.0
C -0.21923 -1.62276 -3.51636 0.1 0.2 -0.7
B -4.02243 0.54532 0.63665 -1.9 -0.2 0.8
Be 0.33436 -0.24606 0.50210 1.1 -1.4 3.2
H -4.16967 1.68944 0.32089 0.5 0.4 -0.1
H 0.47273 0.60930 2.77556 -0.3 -2.5 -0.8
H 2.29403 -1.24978 2.19770 -0.1 0.2 -0.4
H 0.99948 2.10976 -3.06684 0.0 0.5 -0.7
H 1.54317 4.51884 0.43480 0.0 0.2 -0.1
H -1.01735 -2.07703 2.27969 0.1 -0.6 -0.1
H -0.36451 -1.76484 -4.56581 -0.2 -0.3 -0.4
H -4.65742 0.38169 1.66827 0.2 0.0 0.0
H 0.45269 -2.62605 1.38777 -0.1 2.3 0.8
H 1.25937 2.46921 1.77316 -0.1 -0.3 0.3
H 2.53264 -1.39557 0.46537 0.4 -0.3 -0.3
H 2.61724 0.17284 1.19828 0.8 0.4 0.2
H -0.17110 -3.17920 -0.54470 -0.1 0.2 0.2
H -0.65641 -3.64048 -2.90177 -0.1 -0.2 -0.2
H 0.46981 -2.57129 3.07625 -0.2 -0.6 0.5
H 1.38416 4.31879 -2.07618 0.1 0.6 -0.2
H 1.00985 -0.77864 3.76844 -0.5 0.6 -0.2
H -0.74047 -0.43417 3.49933 0.4 -0.1 0.2
H -4.55054 -0.15403 -0.19608 0.4 -0.3 -0.1
H 0.33459 0.43514 -3.75111 -0.1 0.6 -1.2
```
Forces are in eV/Å.

Results
DFT total energy (eV): -20388.12830
Kohn-Sham gap (spin up / spin down) (Eh): 0.2227 / 0.2227

=====

# 6
This record from OMol25 describes 2 unconnected molecules or ions with the total composition C2H7N3O3 in a non-equilibrium geometry. The level of theory is ωB97M-V/def2-TZVPD.

XYZ file:
```
15
Properties=species:S:1:pos:R:3:forces:R:3
O 1.89280 -1.72758 0.47839 1.0 -1.4 1.0
O -0.04489 1.56751 1.06255 -2.3 -0.2 0.7
O 2.55977 0.12302 -0.74758 -0.8 -1.8 0.5
N -0.77200 -0.91539 0.18919 1.0 -1.7 2.2
N 0.25246 0.39405 -1.56608 0.0 1.7 -2.3
N -2.12107 -0.69200 0.24532 -1.0 1.5 -0.7
C 0.12042 -0.37355 -0.55883 4.0 -0.8 -0.2
C 1.83422 -0.77575 -0.22884 -1.6 2.7 -0.6
H 0.76817 1.49666 0.60948 1.7 0.5 -0.3
H -0.52342 0.87153 -2.01845 0.3 -0.1 0.0
H -2.60952 -1.48345 0.59048 -0.2 -1.1 0.0
H -2.29851 0.03811 0.91824 0.0 0.5 0.1
H 1.35760 0.58095 -1.80931 -2.6 -0.5 1.0
H -0.06772 2.20940 1.76747 0.7 0.3 0.0
H -0.34832 -1.31352 1.06797 -0.2 0.3 -1.4
```
Forces are in eV/Å.

Results
DFT total energy (eV): -12798.67104
Kohn-Sham gap (Eh): 0.3557
Energy above the lowest of the compared OMol25 structures with the same formula, charge and spin (kJ/mol): 254.0